Entry 1:
{"formula": "C4H8O3", "method": "wB97M-V/def2-TZVPD", "species": ["C", "O", "C", "O", "C", "O", "H", "H", "H", "H", "C", "H", "H", "H", "H"], "xyz": [[-2.180, 0.654, -1.656], [-1.663, 0.699, -0.323], [-0.330, 0.750, -0.234], [0.441, 0.679, -1.155], [0.051, 0.946, 1.234], [1.064, 1.512, 1.544], [-1.728, 1.450, -2.253], [-3.256, 0.798, -1.565], [-1.954, -0.312, -2.111], [-0.685, 0.560, 1.967], [2.051, -1.544, 0.912], [0.985, -1.761, 0.770], [2.342, -1.829, 1.927], [2.625, -2.123, 0.184], [2.237, -0.480, 0.758]], "atomic_forces_ev_per_a": [[-0.1, 0.0, -0.2], [0.1, 0.0, 0.1], [0.3, 0.0, -0.4], [-0.4, 0.1, 0.5], [0.4, 0.3, 0.2], [-0.6, -0.3, -0.1], [-0.1, -0.1, 0.0], [0.2, 0.0, 0.0], [0.0, 0.1, 0.0], [0.1, 0.1, -0.1], [0.0, 0.0, 0.0], [0.2, 0.0, 0.0], [0.0, 0.0, -0.2], [-0.1, 0.1, 0.1], [0.0, -0.3, 0.0]], "smiles": "COC(=O)C=O.C", "multiplicity": 1, "homo_ev": -10.34}

=====

Entry 2:
{"formula": "C16H24F12O16S4V", "method": "wB97M-V/def2-TZVPD", "species": ["O", "V", "C", "F", "F", "F", "S", "O", "O", "O", "C", "F", "F", "F", "S", "O", "O", "O", "C", "F", "F", "F", "S", "O", "O", "O", "C", "F", "F", "F", "S", "O", "O", "O", "C", "C", "C", "O", "C", "H", "H", "H", "H", "H", "H", "H", "H", "C", "C", "C", "O", "C", "H", "H", "H", "H", "H", "H", "H", "H", "C", "C", "C", "O", "C", "H", "H", "H", "H", "H", "H", "H", "H"], "xyz": [[-0.510, 0.749, -1.269], [-0.466, 0.103, 0.112], [-5.261, -0.969, -0.589], [-5.022, -1.838, -1.576], [-5.377, 0.210, -1.128], [-6.415, -1.322, -0.023], [-3.826, -0.976, 0.752], [-3.692, -2.375, 1.150], [-2.627, -0.395, 0.098], [-4.238, -0.130, 1.877], [-2.914, 3.885, 0.273], [-3.639, 4.841, 0.813], [-3.672, 3.023, -0.388], [-1.932, 4.344, -0.493], [-2.072, 2.875, 1.719], [-1.296, 1.774, 1.073], [-1.200, 3.818, 2.401], [-3.180, 2.348, 2.585], [2.213, 2.721, -4.548], [1.088, 3.426, -4.488], [2.885, 3.088, -5.664], [2.988, 3.047, -3.477], [1.773, 0.785, -4.524], [1.232, 0.366, -3.249], [0.982, 0.434, -5.693], [2.852, -0.043, -5.054], [-0.842, -2.282, 4.269], [-1.008, -2.247, 5.574], [0.400, -2.749, 4.035], [-1.736, -3.073, 3.678], [-1.053, -0.453, 3.538], [-0.735, -0.640, 2.087], [-2.443, -0.015, 3.740], [-0.127, 0.401, 4.239], [-1.341, -3.456, -2.422], [-1.596, -4.053, -1.028], [-0.692, -3.174, -0.210], [-0.737, -1.870, -0.818], [-1.123, -1.977, -2.188], [-2.171, -3.536, -3.124], [-0.452, -3.978, -2.776], [-1.328, -5.110, -1.027], [-2.642, -3.989, -0.730], [0.308, -3.599, -0.115], [-1.071, -3.076, 0.807], [-0.484, -1.472, -2.913], [-2.091, -1.481, -2.256], [2.197, 3.548, 1.469], [2.815, 3.516, 0.084], [1.752, 2.667, -0.608], [1.311, 1.754, 0.385], [1.717, 2.184, 1.740], [1.419, 4.310, 1.518], [2.965, 3.879, 2.168], [3.798, 3.064, -0.045], [2.853, 4.522, -0.335], [2.275, 2.025, -1.316], [0.901, 3.124, -1.112], [2.476, 1.525, 2.162], [0.866, 2.196, 2.421], [3.364, -1.949, 1.434], [3.593, -1.988, -0.024], [2.584, -0.902, -0.494], [1.427, -0.980, 0.401], [1.893, -1.532, 1.671], [3.949, -1.220, 1.994], [3.630, -2.912, 1.869], [3.388, -2.913, -0.564], [4.576, -1.615, -0.313], [2.332, -1.087, -1.538], [3.062, 0.075, -0.416], [1.343, -2.440, 1.917], [1.800, -0.810, 2.483]], "atomic_forces_ev_per_a": [[-0.1, 0.4, -0.9], [-2.2, -0.2, 0.9], [1.7, -0.6, 1.4], [0.2, -0.5, -0.3], [-0.3, 1.3, -0.4], [-0.2, 0.0, 0.2], [0.4, 1.2, 3.4], [-0.1, 0.2, -1.4], [-1.0, -0.5, -0.9], [-0.8, -1.1, -2.6], [1.7, -3.0, 2.4], [-0.2, 0.7, -0.5], [-0.3, 0.6, -0.6], [-0.4, 0.7, -0.6], [-2.2, -1.9, 2.9], [-0.5, 1.4, -0.1], [0.0, 0.2, -0.9], [2.4, 2.0, -2.8], [0.2, -1.5, 0.2], [0.1, 0.1, 0.1], [-0.4, -0.4, 0.7], [-0.4, -0.1, -0.7], [0.2, -4.4, -4.0], [0.5, 1.7, 0.4], [-5.1, 3.5, -0.3], [5.3, 1.0, 3.3], [-0.1, 2.4, -1.6], [-0.3, -0.3, 0.5], [-0.1, -0.3, 0.0], [0.3, -0.2, 0.4], [-3.3, 1.6, -0.1], [0.6, -0.9, 1.2], [2.6, -2.1, 0.2], [1.2, -0.8, 0.0], [-0.1, -0.3, -0.1], [-0.5, 0.1, -0.9], [-0.6, 0.1, 1.3], [1.4, -0.5, 0.2], [-1.2, 0.0, -0.3], [0.1, -0.5, -0.1], [0.1, 0.3, -0.5], [0.2, 0.0, 0.2], [0.1, 0.3, 0.2], [0.4, 0.3, -0.5], [-0.1, 0.3, 0.0], [0.6, -0.1, 0.5], [-0.1, 0.2, 0.0], [2.0, 1.7, 0.8], [-1.5, 0.7, -0.7], [1.3, -1.3, -0.8], [-0.1, -0.7, 1.8], [-1.1, -0.2, -0.8], [-0.3, -0.3, -0.1], [0.0, -0.1, 0.4], [0.0, -0.1, 0.5], [0.1, 0.0, -0.1], [-0.4, 0.2, -0.6], [0.1, 0.4, 0.3], [0.2, -0.2, -0.3], [-0.2, -0.3, -0.3], [-0.1, -0.3, 1.8], [-0.7, 1.9, -1.5], [0.5, -0.6, -0.3], [1.5, -0.4, 0.2], [0.6, -0.9, -0.4], [0.5, 0.1, -0.5], [-0.4, -0.1, 0.4], [0.0, -0.2, 0.5], [0.1, -0.3, 0.0], [-0.7, 0.4, 0.2], [-0.3, 0.2, 0.1], [-0.5, 0.4, -0.2], [-0.2, 0.0, -0.2]], "multiplicity": 2, "homo_ev": [-3.16, -3.16], "total_charge": -2}

=====

Entry 3:
{"formula": "C3H9PS", "method": "wB97M-V/def2-TZVPD", "species": ["C", "C", "C", "P", "S", "H", "H", "H", "H", "H", "H", "H", "H", "H"], "xyz": [[0.213, 0.002, -1.550], [1.598, -0.611, 1.024], [-0.280, 0.255, -0.206], [-1.527, -0.944, 0.430], [-0.495, 1.942, 0.063], [-0.621, 0.372, -2.234], [0.210, -1.089, -1.811], [1.260, 0.401, -1.771], [1.240, -0.737, 1.996], [2.351, 0.162, 0.890], [1.697, -1.252, 0.152], [-2.761, -0.101, 0.155], [-1.556, -0.206, 1.707], [-1.330, 1.808, 1.155]], "atomic_forces_ev_per_a": [[0.1, -1.0, -2.7], [-1.3, 2.2, -3.9], [2.0, -1.6, 2.5], [-1.0, 2.2, 1.1], [-0.8, 0.9, 1.2], [1.4, 0.1, 0.2], [0.3, 0.7, 0.5], [-1.6, -0.2, 0.1], [-0.5, -1.0, 1.1], [-0.3, 0.3, 0.3], [-0.2, -1.0, 1.0], [1.1, -1.0, -0.2], [0.1, -1.1, -0.6], [0.7, 0.3, -0.8]], "multiplicity": 1, "homo_ev": [-7.67, -7.77]}

=====

Entry 4:
{"formula": "C31H30N2O4S2", "method": "wB97M-V/def2-TZVPD", "species": ["C", "C", "C", "C", "S", "C", "S", "C", "C", "C", "C", "C", "C", "O", "O", "O", "O", "C", "C", "H", "H", "H", "H", "H", "H", "H", "H", "H", "H", "H", "C", "N", "C", "C", "C", "C", "C", "C", "C", "C", "C", "C", "C", "C", "C", "N", "C", "C", "C", "C", "H", "H", "H", "H", "H", "H", "H", "H", "H", "H", "H", "H", "H", "H", "H", "H", "H", "H", "H"], "xyz": [[-5.206, -0.198, -3.894], [-4.842, 1.118, -3.585], [-3.511, 1.418, -3.304], [-2.589, 0.377, -3.237], [-1.089, 0.669, -2.208], [0.321, 1.937, -0.399], [1.871, 1.893, -1.304], [2.771, 0.326, -1.830], [3.694, -0.237, -0.950], [4.371, -1.401, -1.296], [4.271, -1.900, -2.596], [3.461, -1.250, -3.524], [2.712, -0.132, -3.147], [1.451, 2.453, -2.585], [2.881, 2.578, -0.528], [-1.743, 1.760, -1.442], [-0.947, -0.605, -1.484], [-2.904, -0.905, -3.673], [-4.233, -1.200, -3.990], [-6.251, -0.443, -4.066], [-5.580, 1.917, -3.531], [-3.199, 2.440, -3.105], [-0.149, 2.889, -0.656], [3.858, 0.228, 0.020], [4.981, -1.908, -0.554], [4.821, -2.798, -2.876], [3.409, -1.613, -4.548], [2.101, 0.401, -3.873], [-2.124, -1.659, -3.737], [-4.495, -2.221, -4.272], [5.411, -1.377, 3.482], [4.115, -1.868, 3.065], [3.911, -3.295, 3.130], [3.170, -1.050, 2.511], [2.191, -1.577, 1.629], [1.337, -0.693, 0.973], [1.278, 0.636, 1.372], [0.120, 1.547, 0.937], [-1.246, 0.960, 1.251], [-2.465, 1.729, 1.380], [-2.768, 3.077, 1.245], [-4.117, 3.454, 1.196], [-5.156, 2.512, 1.277], [-4.871, 1.147, 1.451], [-3.529, 0.795, 1.519], [-2.964, -0.480, 1.483], [-3.676, -1.733, 1.574], [-1.600, -0.374, 1.375], [2.271, 1.175, 2.190], [3.208, 0.344, 2.776], [5.486, -0.296, 3.325], [5.580, -1.586, 4.549], [6.214, -1.853, 2.895], [2.855, -3.512, 3.329], [4.186, -3.787, 2.186], [4.516, -3.705, 3.945], [2.155, -2.654, 1.432], [0.680, -1.058, 0.179], [0.131, 2.510, 1.488], [-1.956, 3.795, 1.147], [-4.373, 4.508, 1.082], [-6.194, 2.838, 1.198], [-5.646, 0.386, 1.549], [-4.749, -1.542, 1.476], [-3.365, -2.426, 0.781], [-3.476, -2.223, 2.538], [-0.987, -1.271, 1.396], [2.265, 2.244, 2.401], [3.946, 0.769, 3.458]], "atomic_forces_ev_per_a": [[0.1, 0.1, 0.1], [0.1, -0.2, -0.2], [-0.3, -0.2, -0.1], [0.4, -0.1, 0.2], [0.7, -1.6, -3.6], [-1.3, 2.2, -1.6], [2.2, -0.4, -4.4], [-0.1, 0.2, 0.5], [-0.5, 0.1, 0.5], [0.1, 0.2, -0.3], [-0.2, 0.0, 0.2], [0.0, 0.2, 0.1], [-0.5, 0.2, 0.1], [0.3, -0.1, 1.3], [-1.3, 0.1, 0.7], [0.5, 1.9, 2.5], [0.0, -0.7, 0.6], [-0.5, 0.1, 0.0], [0.3, 0.2, 0.0], [0.2, 0.0, 0.0], [0.1, -0.3, -0.1], [-0.1, -0.3, 0.2], [0.5, 0.0, -0.3], [-0.2, -0.2, -0.1], [0.0, 0.2, -0.1], [-0.1, 0.2, 0.0], [0.0, 0.1, 0.2], [-0.1, -0.2, 0.2], [-0.2, 0.0, 0.3], [-0.1, 0.3, 0.0], [0.1, 0.0, 0.1], [0.3, -0.2, 0.6], [0.0, 0.1, -0.2], [-0.2, 0.3, -0.2], [0.4, 0.5, 0.0], [-0.3, -0.6, 0.6], [-0.2, 0.8, 0.1], [0.0, -2.4, 2.1], [-0.7, -0.5, 0.7], [-0.1, -0.8, -0.2], [-0.7, 0.2, 0.0], [0.5, 0.2, 0.0], [0.2, -0.8, 0.2], [-0.1, 0.8, 0.2], [0.7, -0.6, -0.7], [0.2, 0.5, 0.3], [0.1, -0.3, 0.2], [-0.1, 1.0, -0.1], [-0.4, -0.5, 0.4], [-0.1, -0.1, -0.3], [0.1, -0.4, 0.0], [0.1, 0.1, -0.2], [-0.2, 0.1, 0.2], [0.2, 0.0, 0.1], [0.0, -0.1, 0.1], [-0.1, 0.0, -0.2], [0.1, 0.6, -0.2], [0.1, 0.1, 0.3], [0.2, -0.2, 0.0], [-0.3, 0.1, 0.0], [0.1, -0.3, 0.0], [0.3, -0.1, 0.1], [0.1, 0.4, -0.1], [0.3, -0.1, 0.0], [-0.1, 0.3, 0.1], [-0.2, 0.1, -0.2], [-0.3, 0.3, -0.1], [0.0, -0.2, 0.1], [-0.3, -0.2, -0.3]], "multiplicity": 1, "homo_ev": -7.60}

=====

Listing E_tot for the structures above in their given order: -382.9028 -5563.1453 -859.0850 -2405.9091 Ha.
Listing ΔE to the lowest compared entry with this formula, charge and spin for the structures above in their given order: 1.6884 4.7311 4.0991 0.0000 eV.